The following is a DFT calculation (ωB97M-V with the def2-TZVPD basis set) of C21H26N2O2PSTl as an isolated structure at a distorted geometry.

Geometry as XYZ:
```
54
Properties=species:S:1:pos:R:3:forces:R:3
Tl -3.566749 -2.175464 16.734706 0.451 0.268 0.453
O -0.876224 -0.722127 13.466174 0.104 -0.060 -0.156
S -2.052528 -0.409843 14.225605 -1.175 -1.175 0.206
O -1.920656 0.119192 15.568106 -0.030 -0.006 -0.293
N -3.066833 -1.696443 14.407598 0.486 1.073 0.336
C -3.134495 -2.717825 13.495872 0.152 -0.291 -1.052
C -3.248114 -2.530337 12.088141 0.893 2.278 1.636
C -3.012934 -3.535695 11.206283 -0.544 -2.638 -0.907
C -2.919454 -4.847902 11.660023 0.307 0.472 -0.973
C -2.891448 -5.158872 13.016337 -0.962 1.548 2.122
C -2.858016 -6.444502 13.575342 -0.053 -0.201 0.794
C -2.847394 -6.680388 14.930346 1.153 0.931 0.470
C -2.939442 -5.543551 15.771704 -0.528 0.037 -1.237
N -3.150119 -4.318935 15.321971 0.846 -0.314 0.348
C -3.037806 -4.072967 14.013018 -0.418 -0.468 -2.910
C -2.987996 0.784418 13.297774 -1.385 -0.451 0.732
C -2.825781 0.970030 11.936372 0.557 0.876 0.339
C -3.571511 1.971585 11.289526 -0.548 -0.357 0.638
C -4.580239 2.644126 11.991903 0.467 -0.791 0.589
C -4.840025 2.308870 13.344263 -0.412 0.482 -0.069
C -4.078101 1.352846 13.996358 0.408 0.469 -0.406
H -3.305648 -1.504984 11.655832 -0.128 -0.828 0.798
H -3.020950 -3.401074 10.112982 -0.004 0.247 0.681
H -2.893381 -5.623313 10.914007 0.235 -0.380 0.012
H -2.856256 -7.295376 12.961854 0.218 -0.958 -1.113
H -2.530155 -7.638332 15.377494 -0.750 0.436 -0.457
H -2.891314 -5.626227 16.821825 -0.082 -0.277 1.157
H -2.021269 0.412423 11.463752 -0.122 0.232 -0.172
H -3.399742 2.194922 10.245331 0.017 -0.027 -0.004
H -5.177584 3.382759 11.485176 -0.068 0.200 -0.001
H -5.627850 2.826337 13.939987 0.543 -0.419 -0.796
H -4.316889 1.102960 15.040063 0.472 0.040 -0.543
C -6.855727 1.440440 16.818622 -1.138 1.499 -0.819
C -7.315683 0.293203 15.939911 -0.222 -0.793 -0.838
P -6.684253 -1.295075 16.625504 -0.288 -0.543 -0.467
C -7.867608 -1.631314 18.060309 0.527 1.116 -0.198
C -9.371295 -1.369840 18.030194 -0.645 0.912 -1.336
C -7.115522 -2.574269 15.314743 0.198 -0.323 1.139
C -8.617635 -2.753858 15.142834 -0.622 1.339 -0.374
H -7.641306 2.239819 16.685641 1.163 -0.301 0.135
H -5.865076 1.800865 16.521656 -0.258 0.074 0.127
H -6.843113 1.253254 17.876571 0.060 -0.446 0.501
H -6.930504 0.406192 14.885032 -0.347 -0.121 1.035
H -8.422957 0.254579 15.879499 0.585 0.118 -0.059
H -7.471792 -0.922930 18.796746 0.207 -0.249 0.100
H -7.578695 -2.616188 18.401943 -0.193 -0.327 0.230
H -9.682668 -0.568481 17.309276 0.612 -0.508 0.370
H -9.774566 -0.975206 18.958830 0.209 -0.385 0.388
H -9.961347 -2.212885 17.702018 -0.083 -0.422 0.188
H -6.546637 -3.491047 15.578387 -0.627 0.184 0.149
H -6.632129 -2.312326 14.388292 0.098 0.606 -0.452
H -9.104509 -1.760010 15.288497 0.301 -0.543 -0.384
H -9.133830 -3.351752 15.876292 0.274 -0.619 0.269
H -8.904823 -3.076579 14.140920 0.087 -0.216 0.076
```
Positions in Å, forces in eV/Å.

Calculated values
**Charge**: 0
**Gap between HOMO and LUMO**: 0.274 Eh
**Spin multiplicity**: 1
**LUMO energy**: -0.05 eV
**E**: -54090.737 eV
**M**: 605.9 g/mol

The following is a DFT calculation (ωB97M-V with the def2-TZVPD basis set) of one molecule with the formula C21H26N2O4.

Geometry as XYZ:
```
53
Properties=species:S:1:pos:R:3:forces:R:3
C 5.354947 1.284228 -1.510135 -0.277 -0.236 0.239
C 4.439499 0.130999 -1.103857 0.214 0.061 -0.291
O 3.508852 0.461031 -0.096278 -0.149 0.121 0.153
C 4.056883 0.708599 1.179152 0.086 -0.077 0.411
C 2.920989 0.853764 2.190010 0.162 0.184 -0.430
C 1.980982 2.010248 1.841832 0.019 -0.052 0.308
N 1.107302 1.665205 0.742765 0.478 0.006 -0.121
C -0.227725 1.684115 0.863374 -0.013 -0.030 -0.520
O -0.824798 2.098669 1.835414 -0.250 0.058 0.266
C -0.945345 1.064206 -0.366012 0.105 0.253 0.112
N -0.906957 -0.378698 -0.189949 -0.211 -0.014 -0.019
C 0.152593 -1.110921 -0.577498 -0.249 -0.082 0.085
O 1.100189 -0.596872 -1.177889 0.108 0.041 -0.112
C 0.142052 -2.543357 -0.211120 0.295 -0.182 -0.031
C -1.034936 -3.256543 0.013414 0.116 -0.047 0.010
C -1.000114 -4.581725 0.393262 -0.232 -0.018 0.035
C 0.223353 -5.215745 0.566806 0.044 0.110 -0.039
C 1.398747 -4.535719 0.337063 0.143 0.122 -0.059
C 1.380729 -3.200187 -0.072580 -0.365 -0.027 0.008
O 2.550294 -2.589534 -0.296974 0.227 0.152 -0.021
C -2.356536 1.556745 -0.498003 0.052 0.040 -0.124
C -2.742096 2.299871 -1.604276 0.137 -0.125 0.122
C -4.038560 2.767971 -1.720328 -0.120 0.028 0.043
C -4.979212 2.508439 -0.733540 0.059 0.030 -0.079
C -6.384496 3.016606 -0.843403 0.000 -0.003 0.036
C -4.586673 1.767903 0.375640 0.042 -0.062 -0.034
C -3.293771 1.296475 0.495206 -0.056 0.010 -0.050
H 4.762281 2.167066 -1.738304 -0.033 0.098 -0.049
H 5.917734 1.001115 -2.395198 0.094 -0.010 -0.095
H 6.060116 1.528318 -0.719000 0.088 0.059 0.024
H 5.042305 -0.732305 -0.785502 -0.110 0.023 -0.030
H 3.819445 -0.164084 -1.953548 0.115 -0.073 0.021
H 4.655597 1.631440 1.170448 -0.017 -0.085 0.001
H 4.714050 -0.125306 1.471194 -0.019 0.087 -0.058
H 2.348751 -0.074726 2.222453 -0.013 -0.059 0.085
H 3.357699 1.025724 3.174414 0.034 -0.023 0.034
H 2.568144 2.896661 1.576842 -0.030 0.002 0.105
H 1.339439 2.255530 2.692297 0.133 0.035 -0.134
H 1.555210 1.201230 -0.041094 -0.262 0.019 -0.022
H -0.366964 1.292802 -1.267309 -0.147 -0.020 0.148
H -1.621932 -0.783118 0.392979 0.122 -0.082 -0.034
H -1.990572 -2.776502 -0.143620 -0.084 0.041 -0.008
H -1.920028 -5.122387 0.554120 -0.078 -0.035 0.002
H 0.255015 -6.250579 0.873249 0.018 -0.087 0.023
H 2.357412 -5.016266 0.452909 0.112 -0.050 0.019
H 2.367307 -1.686666 -0.650684 -0.050 -0.209 0.057
H -2.023162 2.514825 -2.382032 0.087 0.010 -0.076
H -4.320713 3.344487 -2.589833 -0.047 0.051 -0.079
H -6.595595 3.716147 -0.035259 -0.081 0.060 0.014
H -7.094680 2.194540 -0.764450 -0.092 -0.001 -0.017
H -6.543082 3.524818 -1.791118 -0.063 0.038 -0.042
H -5.304479 1.563739 1.157297 -0.074 -0.025 0.092
H -3.006697 0.747489 1.379263 0.031 -0.022 0.120
```
Positions in Å, forces in eV/Å.

Calculated values
**SMILES**: CCOCCCNC(=O)[C@@H](NC(=O)c1ccccc1O)c1ccc(C)cc1
**Charge**: 0
**Gap between HOMO and LUMO**: 0.343 Eh
**Spin multiplicity**: 1
**LUMO energy**: 0.69 eV
**ΔE to the lowest compared entry with this formula, charge and spin**: 106.4 kJ/mol
**E**: -33370.717 eV
**M**: 370.4 g/mol

The following is a DFT calculation (ωB97M-V with the def2-TZVPD basis set) of one molecule with the formula C21H26N2O5S at a distorted geometry.

Geometry as XYZ:
```
55
Properties=species:S:1:pos:R:3:forces:R:3
C -6.123263 -1.570007 -1.854273 -0.107 0.070 -0.200
O -5.510949 -2.029927 -0.670500 0.125 -0.089 0.260
C -4.217367 -1.713236 -0.437741 0.273 -0.015 0.175
C -3.685974 -2.171742 0.772798 -0.098 0.001 -0.199
C -2.388263 -1.869603 1.120169 -0.002 -0.117 0.029
C -1.604480 -1.116832 0.262264 0.641 0.074 0.198
S 0.042621 -0.656736 0.791772 -0.004 0.041 -0.235
O 1.017196 -1.403642 0.033092 -0.220 0.040 -0.268
O 0.094411 -0.762148 2.219794 -0.344 0.153 0.084
N 0.262500 0.922971 0.383576 -0.154 -1.096 0.197
C 0.826048 1.274509 -0.897377 0.365 0.051 -0.356
C 2.304345 1.681972 -0.739540 -0.503 -0.134 0.003
O 2.737217 2.751930 -1.111185 0.071 0.339 -0.213
N 3.009734 0.718578 -0.131489 0.300 -0.462 0.117
C 4.428713 0.777666 0.104038 0.426 0.049 -0.247
C 5.197198 -0.229008 -0.778943 -0.471 0.099 0.002
C 4.868770 -1.685918 -0.435718 0.189 0.189 -0.113
C 5.822838 -1.962127 0.727604 0.048 0.127 -0.029
C 6.995696 -1.006675 0.450205 0.288 -0.196 0.236
O 6.590257 -0.110553 -0.574259 -0.030 0.162 -0.066
C -0.372611 1.934601 1.207190 -0.275 0.076 0.398
C -1.854214 1.993009 0.939600 -0.101 0.265 0.104
C -2.359063 2.693162 -0.148923 0.043 0.010 0.058
C -3.711193 2.655096 -0.443133 -0.031 0.053 -0.102
C -4.574110 1.921112 0.351906 -0.073 0.021 -0.004
C -4.082621 1.234872 1.449483 -0.053 -0.012 0.028
C -2.730667 1.270022 1.739906 0.011 0.222 0.035
C -2.105380 -0.683656 -0.947304 0.029 -0.052 -0.001
C -3.410835 -0.975598 -1.302384 -0.168 -0.069 -0.091
H -6.111949 -0.477472 -1.910824 0.014 -0.032 -0.003
H -5.641850 -1.987739 -2.743451 -0.001 0.023 0.033
H -7.153161 -1.919338 -1.805645 0.072 0.051 -0.050
H -4.320851 -2.751303 1.423434 -0.065 -0.068 0.099
H -1.965975 -2.191931 2.058123 -0.051 -0.061 0.163
H 0.269557 2.089984 -1.364704 0.076 -0.078 0.061
H 0.793054 0.391861 -1.539929 0.008 0.174 -0.121
H 2.527955 -0.148086 0.078988 0.071 0.146 -0.051
H 4.765965 1.788527 -0.136500 -0.006 -0.127 0.109
H 4.633946 0.572804 1.158693 0.052 0.056 0.003
H 5.004292 0.011888 -1.829353 -0.044 -0.031 0.098
H 5.117785 -2.320593 -1.286823 -0.072 -0.003 -0.017
H 3.823742 -1.840593 -0.178008 -0.066 -0.086 -0.033
H 5.347470 -1.723834 1.678656 0.011 -0.039 0.033
H 6.146943 -2.999877 0.758856 -0.024 -0.024 0.060
H 7.880813 -1.536537 0.084026 -0.060 0.040 0.088
H 7.279495 -0.440208 1.345207 -0.003 -0.081 -0.077
H 0.113363 2.891355 1.004394 0.036 -0.098 0.021
H -0.188544 1.649348 2.245294 -0.021 0.273 -0.032
H -1.694158 3.281478 -0.764719 0.084 0.081 -0.074
H -4.091324 3.204348 -1.292162 -0.035 0.054 -0.064
H -5.629760 1.893116 0.124480 -0.096 0.004 -0.015
H -4.753693 0.669885 2.078821 -0.062 -0.068 0.058
H -2.343590 0.732260 2.592565 0.047 -0.080 0.111
H -1.487862 -0.104085 -1.613816 0.025 0.129 -0.126
H -3.788225 -0.617375 -2.246234 -0.063 0.041 -0.074
```
Positions in Å, forces in eV/Å.

Calculated values
**SMILES**: COc1ccc(S(=O)(=O)N(CC(=O)NC[C@@H]2CCCO2)Cc2ccccc2)cc1
**Charge**: 0
**Gap between HOMO and LUMO**: 0.347 Eh
**Spin multiplicity**: 1
**LUMO energy**: 0.51 eV
**ΔE to the lowest compared entry with this formula, charge and spin**: 294.9 kJ/mol
**E**: -46251.499 eV
**M**: 418.5 g/mol

The following is a DFT calculation (ωB97M-V with the def2-TZVPD basis set) of one molecule with the formula C21H26N2O7 at a distorted geometry.

Geometry as XYZ:
```
56
Properties=species:S:1:pos:R:3:forces:R:3
C 3.209787 -0.363057 -4.891306 0.006 -0.057 -0.003
O 2.449333 0.758684 -4.513751 -0.187 0.311 0.057
C 1.842439 0.595853 -3.256757 -0.218 -0.051 0.268
C 0.954491 1.809990 -2.990735 0.553 0.186 -0.640
O 0.319292 1.676625 -1.727451 -0.175 -0.154 0.204
C 0.636878 2.563775 -0.761117 0.346 0.543 -0.071
O 1.403201 3.484038 -0.946200 -0.021 -0.167 -0.118
C -0.061275 2.254514 0.490669 -0.430 -0.152 0.374
C -0.089067 3.100899 1.544434 0.148 -0.031 -0.532
C 0.551997 4.446432 1.623945 0.089 0.054 -0.168
N -0.781625 2.755047 2.679799 0.024 0.166 0.268
C -1.570209 1.633861 2.797747 -0.234 -0.411 -0.155
C -2.340863 1.580765 4.074973 -0.111 -0.173 0.018
C -1.597231 0.724858 1.799130 0.225 0.454 -0.212
C -2.396678 -0.508246 1.850340 -0.208 0.014 0.436
O -3.048389 -0.891959 2.799180 -0.028 -0.188 -0.172
O -2.296593 -1.178384 0.692935 0.010 0.303 -0.015
C -2.927880 -2.458487 0.531853 -0.332 -0.583 0.126
C -2.343723 -3.485531 1.496500 0.021 0.307 -0.122
C -4.446099 -2.363691 0.641406 0.284 0.163 -0.010
C -0.732854 0.893313 0.561955 -0.003 0.061 0.044
C 0.340046 -0.175374 0.553649 0.223 -0.237 -0.028
C 1.226515 -0.281702 1.620306 -0.081 -0.029 -0.161
C 2.222321 -1.246062 1.631431 -0.022 0.017 -0.023
C 2.358770 -2.115595 0.566762 -0.009 -0.164 -0.244
C 1.477573 -2.002818 -0.502838 -0.150 0.825 1.061
N 1.629383 -2.877192 -1.633919 0.117 -0.378 -0.469
O 2.407397 -3.802998 -1.538121 0.137 -0.195 -0.026
O 0.979460 -2.628245 -2.630258 -0.184 -0.080 -0.251
C 0.467171 -1.050782 -0.511613 0.198 -0.246 -0.083
H 2.592071 -1.268451 -4.916561 0.038 0.008 -0.012
H 3.596910 -0.154652 -5.886071 0.049 -0.080 0.005
H 4.045885 -0.526480 -4.199737 -0.013 -0.006 -0.027
H 1.235162 -0.321427 -3.245817 0.106 0.107 0.058
H 2.605524 0.515997 -2.463707 -0.093 -0.013 -0.042
H 0.173461 1.869836 -3.752767 0.050 0.010 0.108
H 1.555327 2.724248 -3.009047 -0.158 -0.175 -0.053
H -0.197386 5.203797 1.852821 -0.078 0.041 0.071
H 1.040736 4.691755 0.688306 -0.017 0.042 0.110
H 1.297298 4.451655 2.418929 0.054 0.012 0.095
H -0.822884 3.434026 3.425707 -0.002 -0.109 -0.132
H -2.936797 0.676638 4.120503 0.032 0.103 0.067
H -1.654971 1.597562 4.921572 0.069 0.038 0.081
H -2.996412 2.448192 4.149167 -0.018 0.110 0.010
H -2.651711 -2.725148 -0.496059 -0.053 0.046 0.197
H -2.723906 -4.472671 1.249891 -0.018 -0.122 -0.055
H -1.257987 -3.494874 1.419936 0.101 -0.059 -0.009
H -2.623075 -3.241675 2.517798 -0.010 -0.051 0.038
H -4.821892 -1.593075 -0.028099 -0.085 0.035 -0.076
H -4.734886 -2.118766 1.659585 -0.051 -0.031 0.004
H -4.888065 -3.316745 0.364872 -0.047 -0.104 -0.075
H -1.353095 0.754863 -0.329265 0.125 -0.004 0.154
H 1.132011 0.398947 2.453454 -0.017 0.098 0.118
H 2.897469 -1.314800 2.470507 0.069 -0.016 0.059
H 3.131023 -2.868750 0.541794 0.016 -0.018 0.007
H -0.214152 -1.001756 -1.345694 -0.038 0.030 -0.055
```
Positions in Å, forces in eV/Å.

Calculated values
**SMILES**: COCCOC(=O)C1=C(C)NC(C)=C(C(=O)OC(C)C)[C@@H]1c1cccc([N+](=O)[O-])c1
**Charge**: 0
**Gap between HOMO and LUMO**: 0.292 Eh
**Spin multiplicity**: 1
**LUMO energy**: -0.42 eV
**ΔE to the lowest compared entry with this formula, charge and spin**: 475.7 kJ/mol
**E**: -39509.472 eV
**M**: 418.4 g/mol